A single C23H32N4O3 molecule. Source: the OMol25 dataset; level of theory: the ωB97M-V functional and the def2-TZVPD basis.

- relative energy (zero: lowest compared OMol25 entry of this formula, charge and spin) (kcal per mole) = 47.1
- LUMO energy (hartree) = 0.022
- gap between HOMO and LUMO (eV) = 8.45
- HOMO (eV) = -7.85
- calculated total energy (a.u.) = -1340.39840
- SMILES = CC1(C)CC(=O)C(/C=N/CCN2CCN(CC(=O)Nc3ccccc3)CC2)=C(O)C1

Structure (ORCA input):
```
! wB97M-V def2-TZVPD RIJCOSX def2/J DEFGRID3
* xyz 0 1
C -1.69 -1.03 4.42
C -1.47 -0.78 2.93
C 0.02 -0.60 2.65
C -2.25 0.46 2.49
C -2.24 0.72 1.00
O -2.39 1.85 0.56
C -2.09 -0.45 0.14
C -2.00 -0.24 -1.29
N -1.92 -1.22 -2.10
C -1.82 -1.01 -3.51
C -1.03 -2.14 -4.20
N 0.40 -2.24 -4.03
C 1.21 -1.12 -4.44
C 1.57 -0.16 -3.30
N 2.22 -0.92 -2.25
C 2.84 -0.11 -1.23
C 1.89 0.73 -0.36
O 0.69 0.75 -0.51
N 2.56 1.44 0.59
C 2.04 2.29 1.58
C 2.89 2.69 2.60
C 2.44 3.52 3.61
C 1.12 3.96 3.60
C 0.27 3.57 2.58
C 0.72 2.74 1.57
C 1.31 -1.94 -1.73
C 0.94 -2.89 -2.87
C -1.99 -1.71 0.66
O -1.87 -2.78 -0.11
C -2.01 -1.97 2.13
H -1.32 -0.19 5.00
H -2.74 -1.17 4.65
H -1.15 -1.92 4.74
H 0.41 0.24 3.24
H 0.57 -1.49 2.92
H 0.19 -0.38 1.60
H -3.30 0.36 2.78
H -1.86 1.35 2.99
H -1.99 0.81 -1.61
H -1.40 -0.03 -3.76
H -2.84 -1.05 -3.93
H -1.21 -2.04 -5.28
H -1.46 -3.10 -3.88
H 0.71 -0.58 -5.25
H 2.15 -1.54 -4.84
H 2.27 0.59 -3.67
H 0.67 0.35 -2.93
H 3.55 0.56 -1.71
H 3.40 -0.78 -0.56
H 3.56 1.30 0.65
H 3.92 2.35 2.60
H 3.11 3.83 4.39
H 0.76 4.61 4.39
H -0.75 3.91 2.56
H 0.05 2.44 0.78
H 1.82 -2.50 -0.94
H 0.41 -1.48 -1.31
H 0.23 -3.64 -2.50
H 1.86 -3.40 -3.19
H -1.87 -2.45 -1.07
H -3.05 -2.17 2.42
H -1.44 -2.88 2.33
*
```